DFT (the ωB97M-V functional and the def2-TZVPD basis) results for a molecular structure, C9H50NO17Pd.

For the strongest force on any atom, the calculation gives 0.0999 Eh/bohr. Its frontier orbital gap (spin up / spin down) is 0.1731 / 0.2648 Ha. The calculation puts the total energy at -49916.3723 eV. As for the expectation value of S²: 3.758. The spin multiplicity is 4.

Structure (XYZ):
```
78
Properties=species:S:1:pos:R:3:forces:R:3
Pd 3.26363 2.35956 2.68157 -0.421 0.880 0.088
C 0.89621 2.28893 -1.11566 0.927 0.261 0.550
C 0.20379 1.05727 -0.55418 1.236 0.290 -1.602
C -0.01296 0.16666 -1.81516 -0.690 -0.013 0.854
C -0.61809 -1.15458 -1.37187 -0.549 0.328 -1.136
C 0.34018 -1.87802 -0.50433 -0.130 -0.070 0.250
C 0.72807 -1.10654 0.80662 0.293 -1.948 -0.674
N 1.09319 0.28942 0.41160 0.129 2.767 3.317
O 1.60548 1.10123 1.49353 -1.989 -2.944 -3.709
C 1.97444 -1.86090 1.20840 1.617 -0.021 1.308
C -0.32922 -1.32896 1.93591 -0.378 1.846 -0.863
C -1.08101 1.55891 0.01530 -0.536 -0.515 0.971
H 1.16430 3.06697 -0.40092 -0.010 -0.272 0.417
H 0.21280 2.78202 -1.80697 0.141 -0.330 -0.194
H 1.82151 1.95631 -1.58608 0.021 0.323 -0.437
H 0.90658 0.01166 -2.37955 0.458 -0.234 0.413
H -0.60239 0.71228 -2.55202 -0.478 0.118 0.307
H -0.85960 -1.75320 -2.25017 0.073 -0.275 -0.096
H -1.57094 -1.07781 -0.84814 -0.141 0.527 -0.031
H 1.24204 -2.11075 -1.07053 0.140 0.156 0.093
H -0.12294 -2.84538 -0.30981 0.249 -0.103 0.707
H 2.73204 -1.97846 0.43360 -0.273 0.029 -0.360
H 1.76363 -2.85150 1.61135 -0.408 -0.101 -0.374
H 2.54291 -1.41979 2.02716 -0.314 0.539 0.166
H -0.57343 -2.37769 2.10516 0.497 0.110 0.111
H -1.26985 -0.84099 1.68056 -0.221 -0.190 -0.383
H -0.05053 -0.75890 2.82217 0.537 -0.596 0.303
H -1.68934 2.00729 -0.77019 -0.061 -0.194 -0.046
H -0.86738 2.34165 0.74316 -0.049 -0.132 0.098
H -1.61286 0.73982 0.49937 -0.343 0.345 -0.047
O -4.59233 -0.35986 -0.93316 -0.010 0.251 -0.217
H -4.26765 -0.13288 -0.06178 0.063 0.022 0.296
H -4.42755 -1.29936 -1.01345 -0.022 -0.280 -0.031
O -1.62554 -6.00499 0.43205 0.128 -0.335 0.214
H -1.18218 -5.41829 -0.18069 0.053 0.328 -0.237
H -2.44781 -5.56028 0.63780 -0.234 0.097 0.053
O 4.02118 0.47719 -0.56529 0.299 -0.109 -0.152
H 4.04782 1.33463 -0.98993 0.188 0.279 -0.055
H 3.09689 0.34120 -0.35689 -0.564 -0.045 0.344
O -1.53688 4.24666 2.07916 0.006 -0.157 -0.108
H -2.24499 4.03771 2.68838 -0.286 -0.121 0.257
H -0.99730 4.88349 2.54769 0.331 0.284 0.158
O -1.43423 4.86694 -3.09145 -0.465 0.396 -0.240
H -1.67345 4.81689 -2.16598 -0.138 0.038 0.897
H -2.24827 5.10067 -3.53746 -0.142 0.026 -0.258
O -3.67223 0.78279 1.99767 0.303 0.383 -0.108
H -3.69420 0.61106 2.93907 0.010 0.208 0.467
H -4.27154 1.51884 1.87394 -0.266 0.223 -0.194
O -0.68083 2.00394 3.72832 -0.267 -0.093 0.530
H -0.64460 2.57352 2.95988 0.184 0.201 -0.356
H -0.83158 1.12868 3.37138 0.076 -0.217 -0.144
O -2.41392 -1.34898 -4.79323 -0.064 0.181 -0.125
H -1.78610 -1.35494 -4.07071 0.112 0.065 0.200
H -2.51367 -2.27051 -5.03210 -0.077 -0.253 -0.081
O 2.60939 -3.44557 -2.81269 -0.098 -0.155 0.276
H 2.28735 -3.95481 -3.55648 0.053 -0.171 -0.290
H 2.40296 -2.53794 -3.03588 0.026 0.320 -0.091
O 4.35749 0.51323 2.60151 0.465 -0.763 0.030
H 5.04153 0.37201 1.94700 0.253 0.133 -0.507
H 4.38529 -0.27034 3.15060 -0.113 -0.108 0.351
O 0.45373 3.62243 -4.21971 1.107 -0.776 -0.712
H -0.28894 4.03375 -3.77756 -0.527 0.382 0.191
H 0.98570 3.26190 -3.51031 0.216 -0.037 -0.082
O 2.16499 -2.03572 5.05431 -0.073 -0.269 -0.007
H 1.67743 -1.24073 5.26996 -0.142 0.260 0.087
H 2.95359 -1.72114 4.61229 0.163 0.019 -0.059
O -3.90869 -1.84864 2.19109 0.012 -0.692 -0.008
H -3.68356 -0.93327 2.02481 -0.115 0.124 -0.369
H -3.81779 -1.94983 3.13858 -0.006 -0.267 0.236
O 5.71684 -1.68923 -0.14185 0.332 -0.460 0.435
H 5.86548 -1.90754 -1.06189 0.040 -0.071 -0.173
H 5.08736 -0.96850 -0.16489 -0.267 0.458 -0.265
O -1.02362 -4.91554 -2.30367 -0.163 0.258 0.131
H -0.15900 -4.56961 -2.52503 0.345 0.168 -0.039
H -0.87954 -5.85182 -2.16636 -0.062 -0.422 -0.068
O -2.02366 5.25102 -0.42642 -0.219 0.149 -0.705
H -1.97966 4.72782 0.37393 0.090 -0.285 0.539
H -1.43397 5.98741 -0.26446 0.141 0.253 -0.016
```
Forces are in eV/Å.

Charges in e, computed with Löwdin, in the same order as the atoms: number 1, Pd, carries 0.285; number 2, C, carries -0.041; number 3, C, carries -0.477; number 4, C, carries -0.109; number 5, C, carries -0.184; number 6, C, carries -0.144; number 7, C, carries -0.436; number 8, N, carries -0.007; number 9, O, carries -0.184; number 10, C, carries -0.047; number 11, C, carries 0.005; number 12, C, carries -0.021; number 13, H, carries 0.089; number 14, H, carries 0.070; number 15, H, carries 0.079; number 16, H, carries 0.122; number 17, H, carries 0.129; number 18, H, carries 0.095; number 19, H, carries 0.113; number 20, H, carries 0.094; number 21, H, carries 0.121; number 22, H, carries 0.081; number 23, H, carries 0.103; number 24, H, carries 0.058; number 25, H, carries 0.101; number 26, H, carries 0.043; number 27, H, carries 0.072; number 28, H, carries 0.110; number 29, H, carries 0.065; number 30, H, carries 0.053; number 31, O, carries -0.042; number 32, H, carries -0.015; number 33, H, carries 0.035; number 34, O, carries -0.052; number 35, H, carries -0.016; number 36, H, carries 0.035; number 37, O, carries -0.049; number 38, H, carries 0.057; number 39, H, carries 0.003; number 40, O, carries -0.039; number 41, H, carries 0.070; number 42, H, carries 0.081; number 43, O, carries -0.031; number 44, H, carries 0.000; number 45, H, carries 0.073; number 46, O, carries -0.036; number 47, H, carries 0.065; number 48, H, carries 0.079; number 49, O, carries -0.065; number 50, H, carries -0.020; number 51, H, carries -0.004; number 52, O, carries -0.040; number 53, H, carries -0.006; number 54, H, carries 0.032; number 55, O, carries -0.041; number 56, H, carries 0.033; number 57, H, carries 0.027; number 58, O, carries -0.189; number 59, H, carries 0.049; number 60, H, carries 0.050; number 61, O, carries -0.076; number 62, H, carries -0.064; number 63, H, carries -0.012; number 64, O, carries -0.046; number 65, H, carries 0.032; number 66, H, carries 0.010; number 67, O, carries -0.053; number 68, H, carries -0.052; number 69, H, carries 0.037; number 70, O, carries -0.068; number 71, H, carries 0.031; number 72, H, carries -0.044; number 73, O, carries -0.042; number 74, H, carries 0.023; number 75, H, carries 0.043; number 76, O, carries -0.045; number 77, H, carries -0.009; number 78, H, carries 0.060

=====

DFT (the ωB97M-V functional and the def2-TZVPD basis) results for 2 unconnected molecules or ions with the total composition C3H9NO3.

For the strongest force on any atom, the calculation gives 0.0410 Eh/bohr. Its frontier orbital gap is 0.3917 Ha. The calculation puts the total energy at -10889.8691 eV. The SMILES is CCNC(=O)O.O. The value obtained for the energy above the lowest of the compared OMol25 structures with the same formula, charge and spin is 0.712 eV. The spin multiplicity is 1.

Structure (XYZ):
```
16
Properties=species:S:1:pos:R:3:forces:R:3
C 2.48252 0.47716 -1.05485 -0.570 -0.773 0.587
C 0.96049 0.28274 -0.94392 1.513 -1.469 0.012
N 0.61915 0.12308 0.44329 -0.135 0.086 1.388
C -0.51580 -0.42138 0.97443 -0.273 -0.143 -1.075
O -1.08929 -1.39154 0.52882 -0.095 -0.016 -0.580
O -0.98088 0.25630 2.03270 0.199 0.663 0.562
H 2.75268 1.11936 -0.22082 0.505 0.658 -0.466
H 2.73076 0.80515 -2.05358 0.258 0.597 0.021
H 3.03333 -0.44803 -0.89013 -0.172 -0.201 0.044
H 0.73980 -0.67998 -1.40459 -0.536 0.380 -0.590
H 0.52188 1.15071 -1.42016 -0.718 -0.043 0.009
H 1.22513 0.47138 1.16176 0.153 0.784 -0.136
H -1.94967 0.31575 1.98317 0.013 -0.532 0.102
O -3.65948 -0.59008 0.63445 0.103 0.123 0.077
H -4.06822 -0.44729 -0.22296 -0.016 0.034 0.018
H -2.80239 -1.02333 0.45240 -0.230 -0.149 0.026
```
Forces are in eV/Å.

Charges in e, computed with Löwdin, in the same order as the atoms: number 1, C, carries -0.083; number 2, C, carries -0.230; number 3, N, carries 0.047; number 4, C, carries -0.580; number 5, O, carries 0.081; number 6, O, carries 0.117; number 7, H, carries 0.068; number 8, H, carries 0.071; number 9, H, carries 0.074; number 10, H, carries 0.121; number 11, H, carries 0.113; number 12, H, carries 0.134; number 13, H, carries 0.115; number 14, O, carries -0.071; number 15, H, carries 0.036; number 16, H, carries -0.010

=====

DFT (the ωB97M-V functional and the def2-TZVPD basis) results for a single C4H8O2 molecule.

For the strongest force on any atom, the calculation gives 0.0538 Eh/bohr. Its frontier orbital gap is 0.3914 Ha. The calculation puts the total energy at -8370.7727 eV. The SMILES is C=C[C@@H](O)CO. The value obtained for the energy above the lowest of the compared OMol25 structures with the same formula, charge and spin is 2.509 eV. The spin multiplicity is 1.

Structure (XYZ):
```
14
Properties=species:S:1:pos:R:3:forces:R:3
C 2.23645 -0.40463 0.08090 1.621 -0.981 0.081
C 1.25034 0.38683 -0.31713 -0.435 0.972 -2.216
C -0.10497 0.49100 0.32339 -0.213 -1.679 0.088
O -0.59423 1.74975 0.04194 -1.275 1.101 0.072
C -1.07744 -0.57888 -0.28125 -0.146 -1.064 -0.177
O -2.54088 -0.39602 -0.05310 2.722 0.212 0.436
H 3.23537 -0.69511 -0.40631 -1.763 1.178 0.281
H 2.17617 -0.94124 1.04029 -0.446 0.223 -0.358
H 1.17504 1.09268 -1.23930 0.951 -1.608 1.305
H 0.07542 0.24366 1.37876 -0.607 0.497 0.343
H -1.54659 1.67921 -0.18819 0.734 0.021 0.377
H -1.04549 -0.49897 -1.35581 0.526 -0.278 -0.426
H -0.75300 -1.61629 0.08494 -0.479 1.370 -0.680
H -2.48618 -0.51199 0.89088 -1.190 0.034 0.876
```
Forces are in eV/Å.

Charges in e, computed with Löwdin, in the same order as the atoms: number 1, C, carries -0.003; number 2, C, carries -0.151; number 3, C, carries -0.446; number 4, O, carries -0.027; number 5, C, carries -0.159; number 6, O, carries -0.074; number 7, H, carries 0.083; number 8, H, carries 0.058; number 9, H, carries 0.149; number 10, H, carries 0.140; number 11, H, carries 0.108; number 12, H, carries 0.113; number 13, H, carries 0.144; number 14, H, carries 0.066